{
  "formula": "C56H65O3P2",
  "method": "wB97M-V/def2-TZVPD",
  "species": ["C", "P", "C", "P", "O", "O", "O", "H", "H", "H", "H", "H", "H", "H", "H", "H", "H", "H", "C", "C", "C", "C", "C", "C", "H", "H", "H", "H", "H", "H", "C", "C", "C", "C", "C", "C", "H", "H", "H", "H", "H", "H", "C", "C", "C", "C", "C", "C", "H", "H", "H", "H", "H", "H", "C", "C", "C", "C", "C", "C", "H", "H", "H", "H", "H", "H", "C", "C", "C", "C", "C", "C", "H", "H", "H", "H", "H", "H", "C", "C", "C", "C", "C", "C", "H", "H", "H", "H", "H", "H", "C", "C", "C", "C", "C", "C", "H", "H", "H", "H", "H", "H", "C", "C", "C", "C", "C", "C", "H", "H", "H", "H", "H", "H", "C", "C", "C", "C", "C", "C", "H", "H", "H", "H", "H", "H"],
  "coordinates": [[7.386, -7.751, 2.551], [6.151, -7.346, 1.151], [7.292, -8.044, -0.268], [8.210, -9.607, 0.070], [7.506, -10.624, 0.922], [8.507, -10.318, -1.428], [9.753, -9.247, 0.612], [7.261, -8.759, 2.984], [8.449, -7.563, 2.304], [7.153, -7.057, 3.382], [6.807, -6.028, 1.013], [5.213, -6.894, 0.108], [5.502, -8.650, 1.240], [5.230, -6.822, 2.157], [6.626, -8.283, -1.116], [7.970, -7.235, -0.606], [7.818, -10.956, -1.583], [9.797, -8.294, 0.567], [11.765, -6.729, 5.351], [11.834, -5.557, 6.093], [11.463, -4.348, 5.519], [11.014, -4.313, 4.205], [10.942, -5.486, 3.464], [11.321, -6.694, 4.035], [12.057, -7.671, 5.798], [12.178, -5.586, 7.120], [11.522, -3.433, 6.096], [10.719, -3.372, 3.758], [10.589, -5.459, 2.441], [11.268, -7.608, 3.456], [-0.130, -7.708, 2.141], [-0.029, -6.699, 3.090], [1.213, -6.358, 3.611], [2.356, -7.020, 3.177], [2.256, -8.027, 2.227], [1.013, -8.374, 1.712], [-1.099, -7.977, 1.737], [-0.919, -6.178, 3.424], [1.292, -5.574, 4.355], [3.325, -6.751, 3.577], [3.149, -8.540, 1.887], [0.934, -9.162, 0.974], [4.072, -3.247, -3.896], [5.384, -3.532, -4.250], [6.065, -4.567, -3.620], [5.430, -5.323, -2.642], [4.117, -5.040, -2.290], [3.439, -4.000, -2.914], [3.541, -2.439, -4.384], [5.877, -2.946, -5.017], [7.090, -4.785, -3.891], [5.957, -6.132, -2.151], [3.625, -5.631, -1.527], [2.416, -3.777, -2.634], [1.361, 1.050, -4.698], [1.062, 1.595, -5.941], [0.911, 0.765, -7.045], [1.049, -0.610, -6.904], [1.344, -1.155, -5.661], [1.505, -0.325, -4.558], [1.482, 1.697, -3.838], [0.947, 2.666, -6.049], [0.684, 1.190, -8.015], [0.926, -1.257, -7.764], [1.451, -2.227, -5.551], [1.741, -0.749, -3.590], [-4.384, 3.291, -4.625], [-4.083, 3.864, -3.396], [-2.837, 3.656, -2.820], [-1.888, 2.882, -3.477], [-2.188, 2.312, -4.708], [-3.437, 2.513, -5.280], [-5.358, 3.452, -5.073], [-4.821, 4.473, -2.887], [-2.604, 4.098, -1.858], [-0.915, 2.723, -3.030], [-1.448, 1.710, -5.219], [-3.673, 2.064, -6.238], [-6.096, 8.492, -2.078], [-5.795, 9.065, -0.849], [-4.548, 8.858, -0.272], [-3.599, 8.085, -0.929], [-3.899, 7.515, -2.159], [-5.149, 7.714, -2.732], [-7.069, 8.650, -2.526], [-6.533, 9.673, -0.340], [-4.316, 9.301, 0.689], [-2.625, 7.928, -0.481], [-3.159, 6.913, -2.672], [-5.383, 7.265, -3.689], [-6.883, -0.542, -6.237], [-7.874, -1.036, -7.076], [-8.787, -0.167, -7.661], [-8.704, 1.197, -7.413], [-7.711, 1.692, -6.577], [-6.802, 0.822, -5.986], [-6.173, -1.219, -5.779], [-7.934, -2.099, -7.274], [-9.563, -0.554, -8.310], [-9.413, 1.875, -7.872], [-7.645, 2.756, -6.386], [-6.032, 1.207, -5.330], [-5.562, 11.149, 5.506], [-5.859, 11.692, 4.262], [-6.008, 10.862, 3.158], [-5.868, 9.486, 3.300], [-5.574, 8.943, 4.545], [-5.417, 9.774, 5.647], [-5.443, 11.797, 6.365], [-5.974, 12.763, 4.152], [-6.233, 11.286, 2.187], [-5.988, 8.838, 2.441], [-5.467, 7.871, 4.656], [-5.183, 9.350, 6.615], [-7.888, 8.563, 7.709], [-7.849, 8.596, 9.097], [-7.986, 7.421, 9.825], [-8.152, 6.210, 9.164], [-8.187, 6.176, 7.776], [-8.059, 7.353, 7.048], [-7.785, 9.479, 7.142], [-7.713, 9.539, 9.612], [-7.962, 7.448, 10.907], [-8.254, 5.293, 9.731], [-8.315, 5.233, 7.260], [-8.091, 7.328, 5.966]],
  "atomic_forces_ev_per_a": [[0.1, 0.1, 0.8], [-0.2, 0.4, 0.7], [1.1, -1.0, -0.4], [-0.7, -1.0, 0.1], [1.0, 1.2, -1.0], [0.7, 1.3, 1.2], [-1.8, -0.7, -1.0], [0.2, 0.1, -0.4], [-0.3, -0.2, -0.1], [0.0, -0.1, -0.4], [0.2, 0.1, 0.1], [-0.1, -0.3, -0.2], [0.0, -0.1, -0.1], [-0.1, 0.2, 0.0], [0.2, 0.0, 0.3], [-0.1, -0.3, 0.1], [-0.4, -0.5, 0.1], [0.3, 0.6, 0.1], [0.0, 0.1, 0.0], [0.0, 0.0, 0.0], [0.0, 0.0, 0.0], [0.0, 0.0, 0.0], [0.1, 0.0, 0.0], [0.0, 0.0, 0.0], [0.0, 0.0, 0.0], [0.0, 0.0, 0.0], [0.0, 0.0, 0.0], [0.0, 0.0, 0.0], [0.0, 0.0, 0.0], [-0.1, 0.0, 0.0], [0.0, 0.0, 0.0], [0.0, 0.0, 0.0], [0.0, -0.1, -0.1], [-0.1, 0.1, 0.1], [0.0, -0.1, -0.1], [0.0, 0.1, 0.1], [0.0, 0.0, 0.0], [0.0, 0.0, 0.0], [0.0, 0.0, 0.0], [0.0, 0.0, -0.1], [0.0, 0.1, 0.0], [0.0, 0.0, 0.0], [0.0, 0.0, 0.0], [0.0, 0.0, 0.0], [-0.1, 0.0, 0.0], [0.1, 0.0, -0.1], [-0.1, 0.0, 0.0], [0.1, 0.0, -0.1], [0.1, 0.0, 0.0], [0.0, 0.0, 0.0], [0.0, 0.0, 0.0], [0.0, 0.0, 0.1], [0.1, 0.0, 0.0], [0.0, 0.0, 0.0], [0.0, 0.0, 0.0], [0.1, 0.0, 0.0], [0.0, 0.0, 0.0], [0.0, 0.0, 0.0], [0.0, 0.0, 0.0], [0.0, 0.0, 0.0], [0.0, 0.0, 0.0], [0.0, 0.0, 0.0], [0.0, 0.0, 0.0], [0.0, 0.0, 0.0], [0.0, 0.0, 0.0], [0.0, 0.0, 0.0], [0.1, 0.0, 0.0], [0.0, 0.0, 0.0], [0.0, 0.0, -0.1], [-0.1, 0.0, 0.0], [-0.1, 0.0, 0.0], [0.0, 0.1, 0.1], [0.0, 0.0, 0.0], [0.0, 0.0, 0.0], [0.0, 0.0, 0.0], [0.0, 0.0, 0.0], [0.0, 0.0, 0.0], [0.0, 0.0, 0.0], [0.0, 0.0, 0.0], [0.0, 0.0, 0.0], [0.0, 0.0, 0.0], [-0.1, 0.0, 0.0], [0.0, 0.0, 0.0], [0.0, 0.0, 0.0], [0.0, 0.0, 0.0], [0.0, 0.0, 0.0], [0.0, 0.0, 0.0], [0.0, 0.0, 0.0], [0.0, 0.0, 0.0], [0.0, 0.0, 0.0], [0.0, 0.0, 0.0], [0.0, 0.0, 0.0], [0.0, 0.0, 0.0], [0.0, 0.0, 0.0], [0.0, -0.1, 0.0], [0.0, 0.0, 0.0], [0.0, 0.0, 0.0], [0.0, 0.0, 0.0], [0.0, 0.0, 0.0], [0.0, 0.0, 0.0], [0.0, 0.0, 0.0], [0.0, 0.0, 0.0], [0.0, 0.0, 0.0], [0.0, 0.0, 0.0], [0.0, 0.0, 0.0], [0.0, 0.0, 0.0], [0.0, 0.0, 0.0], [0.0, 0.0, 0.0], [0.0, 0.0, 0.0], [0.0, 0.0, 0.0], [0.0, 0.0, 0.0], [0.0, 0.0, 0.0], [0.0, 0.0, 0.0], [0.0, 0.0, 0.0], [0.0, 0.0, 0.1], [0.0, 0.0, 0.0], [0.0, 0.0, -0.1], [0.0, 0.1, 0.0], [0.0, 0.0, 0.0], [0.0, 0.0, 0.0], [0.0, 0.0, 0.0], [0.0, 0.0, 0.0], [0.0, 0.0, 0.0], [0.0, 0.0, 0.0], [0.0, 0.0, 0.0], [0.0, 0.0, 0.0]],
  "lowdin_charge": [-0.34, 0.26, -0.45, 0.50, -0.35, -0.20, -0.18, 0.02, -0.01, 0.01, -0.05, -0.08, -0.04, -0.08, 0.03, 0.04, 0.04, 0.03, -0.10, -0.11, -0.11, -0.10, -0.09, -0.09, 0.10, 0.09, 0.09, 0.10, 0.10, 0.10, -0.12, -0.12, -0.10, -0.09, -0.08, -0.10, 0.09, 0.09, 0.09, 0.08, 0.09, 0.10, -0.11, -0.11, -0.09, -0.08, -0.09, -0.10, 0.07, 0.09, 0.10, 0.08, 0.09, 0.09, -0.10, -0.12, -0.10, -0.09, -0.10, -0.09, 0.10, 0.10, 0.10, 0.10, 0.10, 0.10, -0.11, -0.10, -0.10, -0.08, -0.08, -0.09, 0.09, 0.09, 0.10, 0.10, 0.08, 0.10, -0.10, -0.10, -0.10, -0.09, -0.10, -0.10, 0.10, 0.10, 0.09, 0.10, 0.10, 0.10, -0.09, -0.10, -0.10, -0.10, -0.10, -0.09, 0.10, 0.10, 0.10, 0.10, 0.09, 0.08, -0.10, -0.10, -0.10, -0.10, -0.09, -0.11, 0.10, 0.10, 0.10, 0.09, 0.10, 0.10, -0.10, -0.10, -0.10, -0.10, -0.10, -0.10, 0.09, 0.10, 0.10, 0.10, 0.10, 0.10],
  "charge": -1,
  "e_lumo_ev": 1.567,
  "homo_ev": -3.98,
  "total_energy_ev": -83846.5711
}